The following is a DFT calculation (ωB97M-V/def2-TZVPD) of a 2-piece molecular cluster, C4H11NO overall at a distorted geometry.

Values from the calculation:
* E: -7863.635 eV
* charge: 0
* HOMO level: -9.9 eV
* SMILES: CC(N)=O.CC
* frontier orbital gap: 10.7 eV
* ΔE to the lowest compared entry with this formula, charge and spin: 88.6 kJ/mol

Each line ends with the natural charge from an NBO analysis.
Element x y z (Å)
C -0.8083 0.9609 2.4164  -0.7198
C -0.7751 -0.5020 2.0784  0.6595
N 0.4533 -1.1040 1.9077  -0.8244
O -1.7587 -1.0403 1.6098  -0.5841
H -0.2060 1.0908 3.3651  0.2099
H -1.7254 1.4700 2.6058  0.2447
H -0.3383 1.6412 1.6935  0.2420
H 0.4947 -2.1083 2.0168  0.3947
H 1.2955 -0.7605 2.3499  0.3776
C 0.5565 0.7724 -2.2353  -0.6051
C 0.3649 -0.6645 -2.8382  -0.6196
H 0.9214 0.7744 -1.1934  0.1974
H 1.2634 1.2816 -2.8651  0.1995
H -0.4245 1.1880 -2.2054  0.2031
H 1.3089 -1.0450 -3.2021  0.2069
H -0.1000 -1.3007 -2.0373  0.2078
H -0.5224 -0.6541 -3.4668  0.2099